1.
This record from the Open Molecules 2025 dataset describes the molecule C5H10S in a non-equilibrium geometry. The level of theory is ωB97M-V/def2-TZVPD.

```
16
Properties=species:S:1:pos:R:3:forces:R:3
H 1.427741 -2.595419 -1.850066 0.757 -0.530 -0.017
C -0.770758 0.919316 0.712092 0.529 1.261 0.446
H 0.783010 -1.382055 -2.939689 -0.040 -0.002 0.303
H 1.364908 0.043543 -1.008863 0.085 0.231 -0.464
H -0.258939 -2.379801 -1.957301 -0.598 -0.147 0.151
C -0.250588 0.631184 2.115413 0.755 -0.399 -0.620
H -1.200584 2.957623 1.042581 0.431 0.085 0.091
C 0.674632 -1.848823 -1.952327 0.401 0.776 -0.417
H -0.431489 1.504536 2.756788 0.420 -0.298 -0.102
H 1.212812 -1.282208 0.070836 0.257 -0.400 0.279
H 0.851624 0.360404 2.020754 -1.197 0.599 0.384
H -0.719264 -0.253853 2.564837 -0.082 0.245 -0.210
C 0.771842 -0.836621 -0.805720 0.326 -0.472 0.091
H -1.486438 2.393402 -0.654181 0.207 -0.162 -0.439
C -1.072684 2.167592 0.311206 -0.849 -0.819 0.866
S -0.895827 -0.398820 -0.426359 -1.402 0.031 -0.344
```
Positions in Å, forces in eV/Å.

Output
Energy above the lowest of the compared OMol25 structures with the same formula, charge and spin, kJ/mol: 93.13
SMILES string: C=C(C)SCC
Kohn-Sham gap, Ha: 0.3509

2.
This record from the Open Molecules 2025 dataset describes a structure of composition C5H10S in a non-equilibrium geometry. The level of theory is ωB97M-V/def2-TZVPD.

```
16
Properties=species:S:1:pos:R:3:forces:R:3
C 1.082891 -0.853893 0.769459 1.506 -0.560 0.056
H -1.047199 0.881757 -1.258757 0.405 0.652 0.879
H 0.367636 -0.379645 -2.324966 0.225 0.008 -0.330
H 0.511964 1.277570 -0.363138 0.262 0.971 -0.619
H 1.288073 -0.079140 1.539926 -0.572 -0.419 -0.569
C -0.043429 -0.671918 -0.243795 -3.088 0.656 1.737
H 0.451855 -2.165928 -1.807278 0.668 2.368 0.566
H -1.224960 2.474172 1.118461 -0.228 0.279 -1.081
H -2.209398 0.979004 1.116760 0.502 0.369 -0.464
H 1.261595 -1.857824 1.220051 -0.593 0.694 -0.324
C -1.190019 1.398152 0.958572 -0.652 -0.836 -0.143
C 0.630723 -1.030250 -1.501550 0.986 -2.520 -1.039
C -0.459861 0.825046 -0.308375 -0.746 -0.530 0.792
H -0.963911 -1.273363 -0.135033 0.285 0.084 0.587
S 2.247858 -0.694839 -0.670409 0.271 -0.346 -0.362
H -0.703820 1.171102 1.890072 0.771 -0.869 0.315
```
Positions in Å, forces in eV/Å.

Output
Energy above the lowest of the compared OMol25 structures with the same formula, charge and spin, kJ/mol: 128.22
Kohn-Sham gap, Ha: 0.3496

3.
This record from the Open Molecules 2025 dataset describes the molecule C5H10S in a non-equilibrium geometry. The level of theory is ωB97M-V/def2-TZVPD.

```
16
Properties=species:S:1:pos:R:3:forces:R:3
H 2.952193 -1.345340 0.015485 -0.145 -1.996 -1.067
C -2.896129 0.399964 0.435789 -0.640 0.784 1.245
H -0.455635 1.520113 0.031113 0.308 0.522 0.736
C 2.276548 0.641677 -0.189203 1.917 -0.396 0.461
C 1.036200 0.071019 -0.554633 -4.048 -1.085 -0.506
H -2.631313 0.784896 1.444985 -0.264 -0.655 -0.299
H 4.052276 -0.274052 0.719172 0.397 0.266 0.222
H 2.145678 1.464634 0.432559 -0.232 1.615 1.199
H 2.527263 -0.649680 1.558314 0.219 0.064 -0.540
S -1.558779 -0.589980 -0.193139 -0.154 -0.363 -0.694
H -3.767479 -0.293004 0.502586 0.609 0.696 0.023
C -0.200884 0.503742 -0.180694 1.383 -1.192 -1.125
H -3.183202 1.337473 -0.068560 0.175 -0.689 -0.615
H 2.831919 0.991923 -1.025168 0.831 0.069 -0.911
C 3.003077 -0.477496 0.573004 0.216 1.808 1.404
H 1.155898 -0.930714 -1.025838 -0.571 0.554 0.469
```
Positions in Å, forces in eV/Å.

Output
Energy above the lowest of the compared OMol25 structures with the same formula, charge and spin, kJ/mol: 140.19
SMILES string: CC/C=C/SC
Kohn-Sham gap, Ha: 0.3206

- Number 1 is which compound?
  C5H10S